<one>
Computed, not measured: a cluster of 2 separate species, C3H11N2OP in total, with ωB97M-V/def2-TZVPD.

Computed properties:
* lowest unoccupied orbital energy: 0.03415 hartree

CARTESIAN COORDINATES (ANGSTROEM)
C 1.56 0.96 0.68
P 2.78 -0.33 0.28
N 3.51 0.38 -1.04
O 1.68 -1.40 -0.33
H 2.10 1.82 1.12
H 1.05 1.28 -0.25
H 0.76 0.52 1.24
H 4.34 -0.03 -1.30
H 3.05 1.05 -1.60
H 0.81 -1.17 0.04
C -2.65 0.88 0.52
N -2.05 -0.20 0.60
C -2.65 -1.34 -0.07
H -2.18 1.77 1.00
H -3.35 1.04 -0.33
H -3.32 -1.07 -0.92
H -2.12 -2.20 -0.36
H -3.35 -1.95 0.71

---

<two>
Computed, not measured: a cluster of 2 separate species, C3H11N2OP in total, with ωB97M-V/def2-TZVPD.

Computed properties:
* lowest unoccupied orbital energy (spin up / spin down): -0.01723 / 0.00611 hartree

CARTESIAN COORDINATES (ANGSTROEM)
C 1.46 -1.66 0.54
C -0.03 -1.60 -1.52
C 0.04 -1.48 -0.08
N -0.09 1.93 1.87
N -1.50 2.16 -0.51
O 1.01 1.73 -0.56
P -0.20 1.35 0.18
H 1.66 -2.65 0.63
H 2.08 -1.11 -0.04
H 1.34 -1.26 1.58
H 0.79 -0.85 -1.91
H -1.00 -1.31 -2.01
H 0.18 -2.52 -1.88
H -0.73 -1.68 0.55
H -0.37 2.87 2.10
H -0.73 1.38 2.50
H -2.48 2.20 -0.08
H -1.42 2.51 -1.37

---

Most stable: <one>